Here is a structure of composition C20H22N8O2SSeTl at a distorted geometry from the OMol25 dataset. Energies are from wB97M-V/def2-TZVPD.

For the total energy, the calculation gives -4335.5941 Eh. For the HOMO energy (alpha / beta), the calculation gives -10.2 / -10.3 eV. As for the orbital gap (alpha / beta): 6.6 / 6.1 eV. The value obtained for the maximum force is 0.0617 Eh/bohr. The charge is +1.

Geometry as XYZ:
```
55
Properties=species:S:1:pos:R:3:mulliken_charge:R:1
Tl 1.783 0.442 -0.477 0.59
O 0.017 -0.006 -2.863 -0.15
N -1.051 -0.456 -3.251 -0.24
N -1.918 -0.805 -2.077 0.64
O -1.430 -0.584 -0.942 -0.42
C -3.117 -1.386 -2.532 0.36
C -3.533 -1.233 -3.889 -0.24
C -4.757 -1.778 -4.281 -0.58
C -5.576 -2.470 -3.367 -0.40
C -5.154 -2.588 -2.033 -0.55
C -3.921 -2.036 -1.627 -0.39
H -2.978 -0.693 -4.620 0.46
H -5.105 -1.592 -5.295 0.35
H -6.536 -2.866 -3.774 0.34
H -5.790 -3.100 -1.323 0.38
H -3.558 -2.125 -0.639 0.50
N 4.570 1.204 3.084 -0.06
C 3.657 0.373 3.718 -0.64
C 2.574 0.312 2.903 -0.22
N 2.781 1.122 1.794 -0.29
C 3.994 1.642 1.915 0.66
C 4.686 2.572 1.017 -0.18
N 4.138 3.244 0.036 -0.26
C 5.087 4.081 -0.473 -0.28
C 6.220 3.996 0.312 -0.60
N 6.003 2.994 1.224 -0.06
H 5.461 1.491 3.459 0.18
H 3.631 0.009 4.727 0.39
H 1.609 -0.257 3.035 0.41
H 4.826 4.653 -1.310 0.48
H 7.132 4.586 0.208 0.39
H 6.564 2.626 1.973 0.18
Se -4.407 -1.971 2.580 0.00
C -3.020 -3.023 3.171 -0.14
C -3.346 -4.151 3.934 -0.29
C -2.326 -4.836 4.552 -0.49
C -0.988 -4.501 4.385 -0.43
C -0.641 -3.395 3.561 -0.46
C -1.669 -2.678 3.013 0.09
H -4.390 -4.457 4.021 0.38
H -2.576 -5.577 5.309 0.33
H -0.246 -5.010 4.986 0.36
H 0.414 -3.172 3.417 0.37
H -1.404 -1.887 2.269 0.29
C 1.381 3.420 -3.661 -1.01
N 1.052 3.336 -2.248 -0.08
C -0.080 2.752 -1.745 0.36
N -1.068 2.520 -2.646 -0.35
S -0.190 2.344 -0.099 -0.35
H 2.465 3.656 -3.692 0.29
H 0.760 4.208 -4.162 0.31
H 1.061 2.447 -4.096 0.35
H 1.762 3.633 -1.548 0.31
H -1.013 2.972 -3.587 0.20
H -1.838 1.994 -2.348 0.23
```

=====

Here is a cluster of 2 separate species, C27H15Cl2N2O6S2 in total at a distorted geometry from the OMol25 dataset. Energies are from wB97M-V/def2-TZVPD.

For the total energy, the calculation gives -3315.5526 Eh. For the HOMO energy, the calculation gives -4.0 eV. As for the orbital gap: 3.2 eV. The value obtained for the maximum force is 0.0681 Eh/bohr. The charge is -1.

Geometry as XYZ:
```
54
Properties=species:S:1:pos:R:3:mulliken_charge:R:1
N -0.793 -0.523 4.783 -0.58
C -1.102 -1.422 4.100 -0.20
C -1.490 -2.473 3.228 1.10
C -0.623 -2.929 2.278 1.28
C 0.752 -2.605 2.358 -0.36
N 1.906 -2.465 2.502 -0.62
C -0.965 -4.009 1.335 0.16
O -0.115 -4.503 0.598 -0.55
C -2.398 -4.437 1.361 0.24
Cl -2.843 -5.581 0.182 -0.14
C -3.270 -3.990 2.311 0.07
Cl -4.894 -4.495 2.369 -0.14
C -2.871 -2.974 3.337 0.37
O -3.635 -2.549 4.198 -0.60
C 1.122 4.298 2.651 -0.44
C 0.888 2.974 3.043 -0.66
C 0.269 2.081 2.176 -0.02
C -0.062 2.439 0.839 0.53
C -0.441 1.453 -0.152 -0.39
S -0.644 2.038 -1.839 1.25
C -1.340 0.825 -2.980 -0.04
C -0.661 0.541 -4.164 -0.25
C -1.210 -0.376 -5.066 -0.70
C -2.447 -0.966 -4.799 -0.37
C -3.143 -0.634 -3.631 -0.65
C -2.589 0.266 -2.719 -0.19
O -1.622 3.109 -1.842 -0.75
O 0.703 2.286 -2.332 -0.64
S 0.243 -0.150 -0.098 0.82
C 2.018 -0.052 -0.307 0.43
C 2.572 -0.049 -1.588 -0.29
C 3.944 0.149 -1.746 -0.64
C 4.775 0.224 -0.623 -0.41
C 4.222 0.159 0.658 -0.91
C 2.844 0.016 0.816 -0.07
O -0.003 -0.622 1.246 -0.33
O -0.237 -0.916 -1.225 -0.71
C 0.079 3.823 0.515 -0.83
C 0.702 4.716 1.382 -0.64
H 1.606 5.005 3.329 0.34
H 1.201 2.631 4.031 0.39
H 0.023 1.088 2.531 0.55
H 0.296 1.020 -4.361 0.43
H -0.658 -0.625 -5.973 0.35
H -2.872 -1.686 -5.501 0.36
H -4.116 -1.078 -3.417 0.37
H -3.108 0.532 -1.801 0.43
H 1.930 -0.206 -2.451 0.36
H 4.355 0.237 -2.752 0.37
H 5.856 0.323 -0.751 0.34
H 4.854 0.212 1.544 0.37
H 2.410 -0.070 1.807 0.38
H -0.286 4.194 -0.438 0.43
H 0.865 5.744 1.049 0.36
```

=====

The lowest charge belongs to which entry?
C27H15Cl2N2O6S2

=====

Look up the maximum force of the first one.
0.0617 Eh/bohr